20
Properties=species:S:1:pos:R:3:nbo_charge:R:1 method="wB97M-V/def2-TZVPD" total_charge=0 spin_multiplicity=1 smiles="C=C(C)C.CC(=O)O" e_tot_ha=-386.275508 max_force_ev_per_a=2.89 molar_mass_da=116.2 e_homo_ev=-9.359
O -1.1243 -2.3548 0.0461 -0.572
O -1.1534 -0.8674 1.7449 -0.688
C 1.4015 -0.2831 -1.4267 -0.656
C -1.3766 -1.2315 0.4556 0.804
C 1.0923 0.5196 -0.1919 0.045
C -2.3909 -0.3309 -0.2591 -0.733
C 1.9854 0.2718 0.9934 -0.650
C 0.2597 1.5828 -0.2408 -0.441
H -2.1389 -0.2925 -1.3218 0.242
H 0.5501 -0.2953 -2.1150 0.216
H -0.2753 1.8429 -1.1493 0.195
H 0.0766 2.1956 0.6361 0.192
H 2.2633 0.1354 -1.9552 0.222
H 2.9973 0.6393 0.7989 0.221
H -2.4155 0.6784 0.1589 0.210
H -3.3785 -0.7807 -0.1374 0.242
H 1.6071 0.7667 1.8935 0.215
H 1.6277 -1.3205 -1.1608 0.224
H 2.0397 -0.8005 1.2076 0.221
H -1.6472 -0.0752 2.0228 0.491

20
Properties=species:S:1:pos:R:3:nbo_charge:R:1 method="wB97M-V/def2-TZVPD" total_charge=0 spin_multiplicity=1 smiles="C=C(C)/C=C/CO.O" e_tot_ha=-386.214759 max_force_ev_per_a=1.93 molar_mass_da=116.2 e_homo_ev=-9.379
O -0.3169 -1.5804 3.7333 -0.949
O 1.1022 1.1533 2.2056 -0.725
C 0.1561 -0.2761 0.5310 -0.231
C -0.4456 0.1884 -1.8845 -0.020
C -0.3050 1.6152 -2.3607 -0.639
C 1.2177 -0.1547 1.5792 -0.119
C 0.4610 -0.0393 -0.7404 -0.175
C -1.1343 -0.7329 -2.5333 -0.398
H -0.8675 -0.4875 0.8195 0.194
H 0.1789 1.3445 2.3846 0.460
H 1.5123 0.0815 -0.9938 0.203
H 2.2418 -0.0690 1.2251 0.187
H 0.7146 1.9798 -2.3572 0.222
H -1.6121 -0.5207 -3.4922 0.189
H -0.6922 -1.7353 2.8648 0.474
H -1.0440 -1.8050 -2.5295 0.205
H -0.9665 2.3238 -1.8539 0.225
H 1.1927 -0.8649 2.4067 0.203
H -0.7174 -2.1464 4.3841 0.480
H -0.6757 1.7256 -3.3883 0.214

20
Properties=species:S:1:pos:R:3:nbo_charge:R:1 method="wB97M-V/def2-TZVPD" total_charge=0 spin_multiplicity=1 smiles="CC[C@@H](O)[C@@H](C)C=O" e_tot_ha=-386.283364 max_force_ev_per_a=0.70 molar_mass_da=116.2 e_homo_ev=-9.488
O 2.0580 0.3128 2.7915 -0.524
O -0.8028 1.6345 0.3835 -0.727
C -0.0320 0.5288 -0.0405 0.121
C -0.7867 -0.3229 -1.0710 -0.421
C 0.3162 -0.2750 1.2295 -0.349
C 1.0717 0.6208 2.1834 0.451
C 1.0891 -1.5611 0.9600 -0.615
C -1.1230 0.4584 -2.3387 -0.613
H 1.5251 -1.9114 1.8924 0.237
H 0.4452 -2.3401 0.5633 0.210
H -1.8529 1.2424 -2.1435 0.195
H -0.1657 -1.1766 -1.3388 0.211
H 1.8999 -1.3761 0.2593 0.209
H -1.0502 2.1493 -0.3919 0.473
H -1.5489 -0.2094 -3.0833 0.221
H -0.2265 0.9106 -2.7598 0.204
H -0.6340 -0.4987 1.7309 0.230
H 0.6162 1.6211 2.2858 0.124
H 0.9074 0.8855 -0.4986 0.155
H -1.7062 -0.6929 -0.6134 0.206

20
Properties=species:S:1:pos:R:3:nbo_charge:R:1 method="wB97M-V/def2-TZVPD" total_charge=0 spin_multiplicity=1 smiles="C/C=C/C=C(/C)O.O" e_tot_ha=-386.175951 max_force_ev_per_a=4.58 molar_mass_da=116.2 e_homo_ev=-8.259
O 1.9508 -2.0672 -0.6244 -0.919
O -0.7990 1.6473 2.0121 -0.683
C -1.0240 -0.7441 -0.9628 -0.197
C 0.3938 1.2196 1.4457 0.357
C 1.5823 1.4212 2.2188 -0.685
C 0.3383 0.8379 0.1665 -0.339
C -1.9643 -1.1728 -1.9379 -0.665
C -0.8887 0.5197 -0.4761 -0.232
H 1.7266 -2.9124 -0.9006 0.462
H 1.5545 -1.5148 -1.2833 0.465
H 1.4755 1.2509 3.2845 0.233
H -2.9476 -1.1929 -1.4058 0.233
H -0.3133 -1.5590 -0.6430 0.200
H -2.0083 -0.4286 -2.8050 0.218
H 2.0967 2.2770 2.0989 0.227
H 1.1197 0.5802 -0.3733 0.202
H -1.6608 -2.1412 -2.5502 0.218
H 2.3132 0.6300 2.1585 0.235
H -1.8027 1.2059 -0.7037 0.193
H -1.1426 2.1434 1.2811 0.478

20
Properties=species:S:1:pos:R:3:nbo_charge:R:1 method="wB97M-V/def2-TZVPD" total_charge=0 spin_multiplicity=1 smiles="C=C(C)CCC(O)O" e_tot_ha=-386.266761 max_force_ev_per_a=2.35 molar_mass_da=116.2 e_homo_ev=-9.446
O 2.8450 0.7288 -0.0705 -0.734
O 1.9833 -1.1280 -1.0644 -0.722
C -2.2478 -0.1092 1.6189 -0.647
C 0.5283 0.9240 -0.9021 -0.442
C -1.4729 -1.3599 -0.3704 -0.448
C -1.2907 -0.3375 0.4771 0.050
C -0.0465 0.6365 0.4681 -0.463
C 1.9754 0.2779 -1.0829 0.376
H 0.6637 2.0080 -0.9948 0.220
H -0.8328 -1.5400 -1.2282 0.201
H -2.7845 0.8346 1.4740 0.216
H -0.3964 1.5917 0.8784 0.218
H -2.9926 -0.9074 1.7101 0.215
H -0.1080 0.6104 -1.7341 0.224
H -1.7087 -0.0528 2.5700 0.214
H 2.3699 0.6035 -2.0515 0.140
H 1.4580 -1.3941 -0.2921 0.471
H -2.3344 -2.0195 -0.2837 0.200
H 3.7224 0.3911 -0.3186 0.477
H 0.6690 0.2418 1.1965 0.231

21
Properties=species:S:1:pos:R:3:nbo_charge:R:1 method="wB97M-V/def2-TZVPD" total_charge=0 spin_multiplicity=1 smiles="CCC(O)(CC)C(=O)O" e_tot_ha=-461.502648 max_force_ev_per_a=5.47 molar_mass_da=132.2 e_homo_ev=-9.332
O 1.7910 0.4918 1.6961 -0.680
O 1.6530 1.0968 -0.4603 -0.636
O -0.7265 -0.0491 1.8385 -0.687
C 0.9313 -1.8061 -1.2324 -0.636
C 1.2051 0.4682 0.4841 0.784
C -1.3556 2.0399 -0.1786 -0.608
C -0.2371 -0.0996 0.5259 0.178
C 0.4078 -1.5142 0.1585 -0.449
C -1.1364 0.5664 -0.5146 -0.425
H -0.7029 -1.8223 0.2054 0.205
H -0.4146 2.5848 -0.2423 0.223
H -2.0887 0.0284 -0.5413 0.198
H 0.1469 -2.1480 -1.9016 0.216
H -0.6652 0.4829 -1.4933 0.232
H 1.3859 -0.9232 -1.6635 0.233
H 2.5654 1.0735 1.6584 0.497
H -1.7495 2.1485 0.8308 0.213
H -1.5492 -0.5494 1.8686 0.468
H -2.0648 2.4822 -0.8761 0.211
H 0.9137 -1.9595 1.0135 0.242
H 1.6904 -2.5923 -1.1758 0.223

What did the fourth record say?
20
Properties=species:S:1:pos:R:3:nbo_charge:R:1 method="wB97M-V/def2-TZVPD" total_charge=0 spin_multiplicity=1 smiles="C/C=C/C=C(/C)O.O" e_tot_ha=-386.175951 max_force_ev_per_a=4.58 molar_mass_da=116.2 e_homo_ev=-8.259
O 1.9508 -2.0672 -0.6244 -0.919
O -0.7990 1.6473 2.0121 -0.683
C -1.0240 -0.7441 -0.9628 -0.197
C 0.3938 1.2196 1.4457 0.357
C 1.5823 1.4212 2.2188 -0.685
C 0.3383 0.8379 0.1665 -0.339
C -1.9643 -1.1728 -1.9379 -0.665
C -0.8887 0.5197 -0.4761 -0.232
H 1.7266 -2.9124 -0.9006 0.462
H 1.5545 -1.5148 -1.2833 0.465
H 1.4755 1.2509 3.2845 0.233
H -2.9476 -1.1929 -1.4058 0.233
H -0.3133 -1.5590 -0.6430 0.200
H -2.0083 -0.4286 -2.8050 0.218
H 2.0967 2.2770 2.0989 0.227
H 1.1197 0.5802 -0.3733 0.202
H -1.6608 -2.1412 -2.5502 0.218
H 2.3132 0.6300 2.1585 0.235
H -1.8027 1.2059 -0.7037 0.193
H -1.1426 2.1434 1.2811 0.478